{
  "formula": "C2H2N2OS",
  "method": "wB97M-V/def2-TZVPD",
  "symbols": ["C", "C", "N", "N", "O", "S", "H", "H"],
  "positions_angstrom": [[2.51981, -1.04970, 0.59450], [0.29060, -0.94995, -0.01101], [3.64234, -0.85287, 0.44332], [1.41205, -1.44898, 0.32156], [0.48262, 0.40797, -0.07924], [4.24508, 0.29552, -0.56675], [-0.48577, -1.62321, -0.29422], [-0.23667, 1.07713, 0.00493]],
  "forces_ev_per_a": [[-1.096, 0.102, 1.796], [2.994, 2.099, 0.624], [3.577, 0.521, -0.746], [-4.160, -3.834, -0.356], [-1.917, 0.778, -0.396], [1.562, 1.200, -0.531], [-1.103, 0.462, -0.080], [0.143, -1.327, -0.311]],
  "mulliken_charge": [0.37, 0.14, -0.14, -0.31, -0.47, -0.33, 0.39, 0.35],
  "homo_lumo_gap_ha": [0.24604, 0.24022],
  "e_homo_ev": [-7.620, -7.571],
  "total_energy_ha": -660.19794,
  "e_above_lowest_ev": 4.0751
}